# 1
ORCA calculation (wB97M-V/def2-TZVPD) on 12 unconnected molecules or ions with the total composition H23O12 in a non-equilibrium geometry.

CARTESIAN COORDINATES (ANGSTROEM)
O: -0.14 -0.23 0.17
H: 0.00 0.27 -0.69
O: -0.65 -2.72 -0.57
H: 0.00 -3.26 -0.08
H: -0.43 -1.81 -0.30
O: 1.06 -1.40 -2.94
H: 0.95 -0.66 -2.38
H: 0.12 -1.63 -3.11
O: -1.78 -1.70 1.72
H: -2.46 -1.12 1.97
H: -1.31 -1.25 1.03
O: -2.20 0.09 -1.44
H: -2.24 1.00 -1.78
H: -1.43 0.15 -0.84
O: -1.48 1.76 1.29
H: -1.92 1.39 2.09
H: -0.96 1.05 0.88
O: 0.60 -2.45 2.28
H: -0.33 -2.17 2.23
H: 1.03 -1.85 1.70
O: 0.95 0.46 2.46
H: 0.57 0.19 1.55
H: 1.87 0.09 2.55
O: 1.47 2.29 0.58
H: 2.14 1.87 0.02
H: 1.06 1.67 1.16
O: 0.53 1.35 -2.20
H: 1.27 1.62 -2.67
H: -0.17 1.92 -2.57
O: -0.58 3.56 -0.56
H: 0.00 2.76 -0.57
H: -1.32 3.12 -0.13
O: 2.26 -1.33 -0.16
H: 1.41 -0.89 -0.06
H: 2.13 -2.15 -0.64

As for the charge: -1. Its highest occupied orbital energy is -6.950 eV. Its gap between HOMO and LUMO is 0.3562 Ha. For the largest force on an atom, the calculation gives 2.69 eV Å⁻¹. Its total energy is -916.72651 hartree.

***

# 2
ORCA calculation (wB97M-V/def2-TZVPD) on 6 unconnected molecules or ions with the total composition C49H48F2O13 in a non-equilibrium geometry.

CARTESIAN COORDINATES (ANGSTROEM)
C: -4.77 4.08 1.20
C: -4.85 3.73 -0.29
O: -3.56 3.60 -0.85
C: -3.30 2.38 -1.56
C: -2.35 1.46 -0.77
C: -3.02 0.16 -0.31
C: -3.78 0.31 1.00
C: -2.89 0.56 2.21
C: -1.80 -0.47 2.40
C: -2.01 -1.71 2.85
C: -0.88 -2.65 3.02
O: -1.02 -3.86 2.98
C: 0.46 -2.03 3.28
C: 1.44 -2.89 4.04
F: 1.59 -2.40 5.34
C: 2.78 -3.15 3.39
C: 2.64 -3.70 1.97
C: 0.70 -0.79 2.82
C: 1.97 0.02 2.94
F: 2.59 -0.18 4.16
C: 2.95 -0.20 1.77
C: 2.98 0.96 0.76
C: -0.40 -0.10 2.06
O: -0.13 0.70 1.17
H: -3.86 3.68 1.63
H: -4.78 5.15 1.36
H: -5.62 3.62 1.71
H: -5.36 4.54 -0.81
H: -5.44 2.81 -0.40
H: -4.22 1.87 -1.84
H: -2.81 2.66 -2.49
H: -1.53 1.20 -1.43
H: -1.97 2.03 0.07
H: -3.72 -0.18 -1.08
H: -2.25 -0.61 -0.18
H: -4.34 -0.60 1.20
H: -4.48 1.13 0.92
H: -2.43 1.55 2.17
H: -3.50 0.52 3.11
H: -3.01 -2.05 3.10
H: 0.96 -3.87 4.15
H: 3.45 -2.30 3.45
H: 3.24 -3.94 3.98
H: 1.79 -3.27 1.43
H: 3.56 -3.49 1.43
H: 2.51 -4.78 1.99
H: 1.68 1.07 2.90
H: 2.71 -1.12 1.25
H: 3.94 -0.26 2.22
H: 2.80 0.61 -0.26
H: 3.94 1.45 0.76
H: 2.23 1.71 0.96
C: 6.45 -5.82 1.69
C: 7.40 -6.73 1.54
C: 8.67 -6.42 0.84
O: 9.54 -7.25 0.70
C: 8.85 -5.03 0.33
C: 7.90 -4.11 0.49
C: 6.63 -4.43 1.18
O: 5.76 -3.60 1.33
H: 5.52 -6.03 2.19
H: 7.29 -7.75 1.90
H: 9.79 -4.82 -0.16
H: 8.01 -3.10 0.13
C: -7.22 6.11 -4.82
C: -6.87 4.83 -4.83
C: -5.53 4.40 -4.36
O: -5.20 3.23 -4.36
C: -4.60 5.45 -3.86
C: -4.96 6.73 -3.85
C: -6.30 7.16 -4.32
O: -6.62 8.33 -4.31
H: -8.19 6.45 -5.16
H: -7.53 4.05 -5.18
H: -3.63 5.11 -3.51
H: -4.30 7.51 -3.49
C: -12.75 9.06 -5.20
C: -12.40 7.78 -5.21
C: -11.06 7.35 -4.74
O: -10.73 6.18 -4.75
C: -10.13 8.39 -4.25
C: -10.49 9.68 -4.23
C: -11.83 10.11 -4.71
O: -12.15 11.28 -4.69
H: -13.72 9.40 -5.54
H: -13.06 6.99 -5.56
H: -9.16 8.06 -3.90
H: -9.82 10.46 -3.88
C: 0.14 -1.80 -3.88
C: 0.48 -3.04 -3.56
C: 0.87 -3.40 -2.17
O: 1.17 -4.54 -1.88
C: 0.87 -2.31 -1.16
C: 0.54 -1.07 -1.48
C: 0.15 -0.71 -2.87
O: -0.16 0.42 -3.16
H: -0.15 -1.51 -4.89
H: 0.48 -3.85 -4.28
H: 1.16 -2.60 -0.16
H: 0.54 -0.26 -0.76
C: 12.54 -8.56 3.55
C: 12.16 -7.51 2.83
C: 12.22 -6.14 3.38
O: 11.87 -5.17 2.73
C: 12.72 -5.98 4.77
C: 13.10 -7.03 5.49
C: 13.04 -8.41 4.93
O: 13.39 -9.37 5.59
H: 12.50 -9.57 3.16
H: 11.79 -7.60 1.81
H: 12.76 -4.97 5.16
H: 13.47 -6.94 6.51

Its structure (SMILES) is CCOCCCCCC1=CC(=O)C([C@H](F)CC)=C([C@@H](F)CC)C1=O.O=C1C=CC(=O)C=C1.O=C1C=CC(=O)C=C1.O=C1C=CC(=O)C=C1.O=C1C=CC(=O)C=C1.O=C1C=CC(=O)C=C1. Its highest occupied orbital energy is -9.394 eV. Its gap between HOMO and LUMO is 0.2835 Ha. For the largest force on an atom, the calculation gives 1.13 eV Å⁻¹. Its total energy is -3073.59406 hartree.

***

# 3
ORCA calculation (wB97M-V/def2-TZVPD) on 2 unconnected molecules or ions with the total composition C6H9NO in a non-equilibrium geometry.

CARTESIAN COORDINATES (ANGSTROEM)
C: 0.54 0.47 -2.52
C: 1.77 0.22 -1.68
C: 1.88 -0.05 -0.34
C: 0.73 -0.06 0.55
C: -0.50 0.45 0.48
C: -1.39 -0.09 1.64
H: -0.33 0.35 -1.69
H: 0.51 1.57 -2.52
H: 0.45 0.03 -3.59
H: 2.77 0.35 -1.99
H: 2.91 -0.18 0.09
H: 0.87 -0.46 1.60
H: -1.24 1.32 -0.20
H: -1.46 1.14 2.71
H: -3.13 -2.31 2.85
N: -1.78 -1.52 1.69
O: -2.61 -1.25 2.94

Its highest occupied orbital energy is -8.665 eV. Its gap between HOMO and LUMO is 0.3254 Ha. For the largest force on an atom, the calculation gives 11.07 eV Å⁻¹. Its total energy is -363.64411 hartree.

***

# 4
ORCA calculation (wB97M-V/def2-TZVPD) on 2 unconnected molecules or ions with the total composition C4H15N2O2 in a non-equilibrium geometry.

CARTESIAN COORDINATES (ANGSTROEM)
C: 0.15 0.40 -1.45
O: 0.99 1.56 -1.30
C: -0.44 0.22 -0.05
C: -1.20 -1.02 0.22
C: -2.47 -0.81 1.06
N: -2.16 -0.13 2.32
N: 0.82 0.31 0.91
H: 0.75 -0.54 -1.55
H: -0.49 0.53 -2.31
H: 1.00 2.21 -2.02
H: -1.12 1.16 0.10
H: -0.67 -1.97 0.46
H: -1.47 -1.39 -0.79
H: -2.77 -1.88 1.22
H: -3.21 -0.15 0.57
H: -1.73 -0.63 3.08
H: -3.05 0.17 2.66
H: 0.47 0.30 1.86
H: 1.06 1.30 0.69
H: 1.68 -0.23 0.79
H: 4.39 0.97 -2.25
H: 5.12 -0.45 -2.25
O: 4.35 0.05 -1.97

As for the charge: +1. Its highest occupied orbital energy is -13.200 eV. Its gap between HOMO and LUMO is 0.3806 Ha. For the largest force on an atom, the calculation gives 3.29 eV Å⁻¹. Its total energy is -421.11578 hartree.

***

# 5
ORCA calculation (wB97M-V/def2-TZVPD) on a molecular structure, C29H35Cl5N4Na.

CARTESIAN COORDINATES (ANGSTROEM)
Na: 0.17 -0.21 0.44
C: 2.21 -2.08 0.74
C: 1.08 -2.63 1.39
C: 0.94 -1.92 2.63
C: 1.99 -0.97 2.68
C: 2.77 -1.06 1.52
C: 4.08 -0.35 1.22
C: 5.25 -1.35 1.39
C: 4.09 0.16 -0.22
C: 4.31 0.82 2.17
C: -0.14 -1.96 3.71
C: -1.51 -1.54 3.14
C: -0.26 -3.33 4.40
C: 0.16 -0.96 4.84
C: 0.48 -3.95 0.88
C: 0.83 -4.17 -0.60
C: 1.11 -5.12 1.67
C: -1.05 -4.05 0.96
H: 2.65 -2.44 -0.18
H: 2.17 -0.27 3.48
H: 5.08 -2.23 0.77
H: 5.30 -1.68 2.43
H: 6.20 -0.89 1.12
H: 4.05 -0.67 -0.93
H: 5.00 0.73 -0.43
H: 3.23 0.81 -0.41
H: 4.40 0.47 3.20
H: 3.48 1.53 2.12
H: 5.23 1.35 1.91
H: -1.79 -2.14 2.28
H: -1.47 -0.50 2.82
H: -2.30 -1.63 3.90
H: -0.57 -4.11 3.72
H: -0.99 -3.28 5.22
H: 0.71 -3.61 4.82
H: 0.23 0.06 4.45
H: 1.10 -1.20 5.35
H: -0.65 -0.98 5.58
H: 1.89 -4.36 -0.74
H: 0.55 -3.29 -1.19
H: 0.29 -5.03 -0.99
H: 2.20 -5.08 1.57
H: 0.76 -6.09 1.30
H: 0.88 -5.05 2.73
H: -1.51 -3.24 0.39
H: -1.43 -4.02 1.98
H: -1.38 -5.00 0.52
N: -3.67 0.09 -1.69
C: -4.40 -0.01 -0.53
C: -3.54 -0.48 0.41
N: -2.30 -0.65 -0.14
C: -2.40 -0.30 -1.40
C: -1.31 -0.31 -2.35
N: -0.07 -0.66 -2.08
C: 0.63 -0.53 -3.24
C: -0.19 -0.10 -4.24
N: -1.43 0.01 -3.67
H: -3.98 0.53 -2.53
H: -5.45 0.25 -0.49
H: -3.72 -0.70 1.45
H: 1.68 -0.76 -3.28
H: -0.01 0.12 -5.28
H: -2.23 0.43 -4.11
Cl: -2.17 3.06 -2.48
C: -1.09 3.50 -1.16
C: -0.66 2.51 -0.28
C: 0.11 3.03 0.76
Cl: 0.71 1.92 1.96
C: 0.45 4.37 0.91
Cl: 1.41 4.91 2.26
C: 0.01 5.30 -0.02
Cl: 0.42 6.97 0.13
C: -0.78 4.86 -1.08
Cl: -1.33 6.01 -2.26

As for the charge: -1. Its highest occupied orbital energy is -3.551 eV. Its gap between HOMO and LUMO is 0.1967 Ha. For the largest force on an atom, the calculation gives 0.73 eV Å⁻¹. Its total energy is -3808.44025 hartree.

***

# 6
ORCA calculation (wB97M-V/def2-TZVPD) on C24H26N2O3 in the gas phase in a non-equilibrium geometry.

CARTESIAN COORDINATES (ANGSTROEM)
C: 5.21 2.61 0.54
H: 6.18 2.25 0.20
H: 5.33 3.03 1.53
H: 4.88 3.40 -0.13
C: 4.20 1.47 0.53
N: 2.86 1.94 0.83
C: 2.64 2.24 2.24
H: 3.60 2.40 2.74
C: 1.88 1.14 2.97
N: 0.54 1.03 2.42
C: 0.50 1.34 0.99
H: 0.28 2.41 0.88
C: 1.83 1.05 0.30
H: 2.09 -0.01 0.44
H: 1.75 1.24 -0.77
H: -0.29 0.78 0.51
C: -0.16 -0.18 2.82
C: 0.45 -1.47 2.34
C: 0.19 -2.00 1.09
C: 0.81 -3.17 0.61
C: 1.73 -3.84 1.40
C: 1.99 -3.35 2.66
C: 1.36 -2.19 3.13
O: 1.61 -1.74 4.39
H: 2.22 -2.34 4.84
H: 2.69 -3.86 3.31
H: 2.21 -4.73 1.03
C: 0.28 -3.41 -0.73
O: 0.53 -4.29 -1.52
C: -0.68 -2.30 -0.91
C: -1.46 -2.08 -2.00
C: -2.38 -1.01 -2.14
C: -3.15 -0.86 -3.23
C: -4.13 0.18 -3.47
C: -4.36 1.24 -2.58
C: -5.31 2.20 -2.85
C: -6.06 2.14 -4.01
C: -5.85 1.10 -4.91
C: -4.89 0.14 -4.64
H: -4.73 -0.67 -5.34
H: -6.43 1.05 -5.82
H: -6.80 2.89 -4.22
H: -5.47 3.00 -2.15
H: -3.78 1.30 -1.67
H: -3.05 -1.58 -4.03
H: -2.44 -0.32 -1.31
H: -1.35 -2.80 -2.81
O: -0.70 -1.49 0.20
H: -0.18 -0.18 3.91
H: -1.19 -0.11 2.44
H: 1.79 1.36 4.03
H: 2.45 0.20 2.87
H: 2.07 3.18 2.31
H: 4.53 0.67 1.22
H: 4.17 1.04 -0.48

Its structure (SMILES) is CCN1CCN(Cc2c(O)ccc3c2O/C(=C\C=C\c2ccccc2)C3=O)CC1. Its highest occupied orbital energy is -7.951 eV. Its gap between HOMO and LUMO is 0.2635 Ha. For the largest force on an atom, the calculation gives 1.51 eV Å⁻¹. Its total energy is -1265.33532 hartree.

***

# 7
ORCA calculation (wB97M-V/def2-TZVPD) on 4 unconnected molecules or ions with the total composition C20H26BF24O9P2 in a non-equilibrium geometry.

CARTESIAN COORDINATES (ANGSTROEM)
C: 4.14 1.52 0.30
C: 3.06 0.51 0.71
O: 2.75 -0.43 -0.30
C: 1.74 1.30 1.01
O: 0.71 0.33 1.11
C: -0.52 0.93 1.23
P: -1.71 -0.55 1.06
O: -0.98 -1.64 0.27
O: -0.74 1.75 2.33
B: -0.92 3.19 1.90
O: -0.55 3.17 0.44
C: -1.00 1.91 0.08
P: -0.80 1.39 -1.68
O: 0.55 0.85 -2.06
H: 4.17 2.33 1.03
H: 3.89 1.95 -0.68
H: 5.13 1.03 0.26
H: 3.30 -0.06 1.62
H: 2.44 0.05 -1.09
H: 1.55 2.04 0.21
H: 1.82 1.89 1.93
H: -2.86 -0.21 0.31
H: -2.06 -1.03 2.36
H: -2.00 3.68 2.10
H: 0.05 3.74 2.41
H: -2.12 1.91 0.23
H: -1.12 2.54 -2.47
H: -1.85 0.47 -1.92
C: -4.29 -0.47 -5.33
C: -4.00 -1.18 -6.67
C: -4.63 -2.55 -6.91
F: -4.23 -3.47 -6.02
F: -4.27 -3.01 -8.14
F: -2.66 -1.23 -6.85
F: -4.49 -0.36 -7.65
O: -3.32 -0.55 -4.28
C: -3.31 -1.64 -3.41
C: -2.02 -2.46 -3.53
F: -1.85 -2.93 -4.78
F: -2.09 -3.53 -2.71
F: -4.42 -2.38 -3.56
F: -3.35 -1.13 -2.17
H: -4.31 0.59 -5.57
H: -5.30 -0.70 -4.96
H: -5.72 -2.48 -6.88
H: -1.15 -1.86 -3.26
C: -2.92 -6.60 1.00
C: -2.24 -7.70 0.14
C: -1.11 -8.51 0.77
F: -0.06 -7.76 1.13
F: -0.65 -9.42 -0.13
F: -1.84 -7.15 -1.03
F: -3.22 -8.60 -0.17
O: -2.52 -5.25 0.83
C: -1.41 -4.74 1.52
C: -0.28 -4.33 0.57
F: 0.13 -5.38 -0.18
F: 0.79 -3.91 1.29
F: -1.02 -5.61 2.47
F: -1.85 -3.65 2.17
H: -3.96 -6.60 0.68
H: -2.94 -6.88 2.05
H: -1.47 -9.05 1.65
H: -0.60 -3.52 -0.09
C: 2.92 5.63 3.71
C: 3.90 4.71 2.94
C: 5.14 4.20 3.69
F: 5.95 5.19 4.11
F: 5.88 3.41 2.87
F: 4.27 5.33 1.80
F: 3.19 3.62 2.59
O: 3.02 7.05 3.53
C: 3.91 7.80 4.28
C: 4.99 8.45 3.40
F: 5.70 7.53 2.72
F: 5.86 9.14 4.18
F: 4.43 7.08 5.29
F: 3.19 8.79 4.85
H: 1.94 5.39 3.31
H: 2.87 5.36 4.77
H: 4.84 3.60 4.56
H: 4.54 9.14 2.69

As for the charge: -1. Its highest occupied orbital energy is -5.311 eV. Its gap between HOMO and LUMO is 0.2721 Ha. For the largest force on an atom, the calculation gives 3.33 eV Å⁻¹. Its total energy is -4559.30225 hartree.

***

# 8
ORCA calculation (wB97M-V/def2-TZVPD) on C26H27N3O3 in the gas phase in a non-equilibrium geometry.

CARTESIAN COORDINATES (ANGSTROEM)
C: -4.84 4.11 -2.62
H: -4.54 4.82 -1.84
H: -4.32 4.37 -3.54
H: -5.92 4.14 -2.77
O: -4.53 2.78 -2.23
C: -3.23 2.53 -2.01
O: -2.36 3.35 -2.13
C: -3.04 1.10 -1.54
C: -3.28 1.04 -0.03
C: -3.03 -0.38 0.48
N: -1.67 -0.76 0.19
C: -1.43 -0.79 -1.24
C: -1.63 0.60 -1.83
H: -0.91 1.29 -1.38
H: -1.44 0.58 -2.91
H: -2.11 -1.51 -1.74
H: -0.41 -1.12 -1.41
C: -1.24 -1.97 0.86
C: 0.25 -2.03 0.86
C: 1.07 -3.01 0.36
N: 2.35 -2.61 0.54
N: 2.41 -1.41 1.12
C: 1.15 -1.04 1.33
C: 0.83 0.23 1.93
C: 1.64 1.31 2.14
C: 0.81 2.31 2.73
C: 1.00 3.62 3.16
C: -0.08 4.30 3.68
C: -1.34 3.70 3.77
C: -1.55 2.41 3.35
C: -0.46 1.72 2.83
O: -0.44 0.46 2.36
H: -2.52 1.94 3.42
H: -2.16 4.27 4.18
H: 0.04 5.32 4.02
H: 1.97 4.09 3.09
H: 2.68 1.38 1.90
C: 3.54 -3.27 0.10
C: 3.63 -3.28 -1.41
C: 3.93 -4.45 -2.10
C: 3.99 -4.44 -3.48
C: 3.74 -3.27 -4.19
C: 3.44 -2.11 -3.50
C: 3.38 -2.11 -2.12
H: 3.15 -1.20 -1.58
H: 3.25 -1.20 -4.04
H: 3.79 -3.27 -5.26
H: 4.23 -5.35 -4.01
H: 4.12 -5.36 -1.56
H: 4.38 -2.71 0.52
H: 3.57 -4.29 0.49
H: 0.85 -3.95 -0.11
H: -1.65 -2.88 0.40
H: -1.60 -1.92 1.89
H: -3.76 -1.07 0.02
H: -3.17 -0.40 1.56
H: -2.59 1.72 0.47
H: -4.31 1.34 0.20
H: -3.78 0.47 -2.05

Its structure (SMILES) is COC(=O)C1CCN(Cc2cn(Cc3ccccc3)nc2-c2cc3ccccc3o2)CC1. Its highest occupied orbital energy is -7.648 eV. Its gap between HOMO and LUMO is 0.3092 Ha. For the largest force on an atom, the calculation gives 1.44 eV Å⁻¹. Its total energy is -1396.96099 hartree.

***

# 9
ORCA calculation (wB97M-V/def2-TZVPD) on C15H17NO4S in the gas phase.

CARTESIAN COORDINATES (ANGSTROEM)
C: -4.39 -1.86 -1.38
H: -3.46 -1.93 -1.95
H: -5.19 -1.56 -2.06
H: -4.62 -2.80 -0.89
O: -4.22 -0.89 -0.35
C: -4.07 0.37 -0.76
O: -4.20 0.72 -1.90
C: -3.77 1.33 0.38
C: -3.48 0.68 1.73
H: -3.38 1.48 2.48
H: -4.32 0.05 2.03
C: -2.21 -0.17 1.75
N: -1.02 0.53 1.32
S: -0.65 0.57 -0.31
O: -0.72 1.93 -0.78
O: -1.41 -0.45 -0.98
C: 1.06 0.08 -0.26
C: 2.05 0.99 -0.49
C: 3.40 0.60 -0.42
C: 4.46 1.51 -0.65
C: 5.76 1.10 -0.57
C: 6.06 -0.24 -0.26
C: 5.06 -1.14 -0.03
C: 3.71 -0.75 -0.10
C: 2.65 -1.66 0.13
C: 1.35 -1.26 0.05
H: 0.53 -1.94 0.21
H: 2.90 -2.69 0.36
H: 5.29 -2.17 0.21
H: 7.10 -0.55 -0.21
H: 6.56 1.79 -0.76
H: 4.21 2.53 -0.89
H: 1.78 2.01 -0.73
H: -0.93 1.45 1.72
H: -2.04 -0.56 2.76
H: -2.32 -1.01 1.06
H: -2.92 1.93 0.05
H: -4.63 2.00 0.46

Its structure (SMILES) is COC(=O)CCCNS(=O)(=O)c1ccc2ccccc2c1. Its highest occupied orbital energy is -8.732 eV. Its gap between HOMO and LUMO is 0.3278 Ha. For the largest force on an atom, the calculation gives 0.98 eV Å⁻¹. Its total energy is -1335.70386 hartree.